ORCA calculation (wB97M-V/def2-TZVPD) on C22H37Cl5O4PdSe2Si as an isolated structure.

The value obtained for the HOMO energy (spin up / spin down) is -7.1 / -8.6 eV. The calculation puts the energy at -8682.7876 Eh. As for the LUMO energy (spin up / spin down): -0.08 / -1.69 eV. As for the frontier orbital gap (spin up / spin down): 7.02 / 6.95 eV. The calculation puts the energy above the lowest of the compared OMol25 structures with the same formula, charge and spin at 12.0 kcal/mol. Its expectation value of S² is 2.032.

The geometry in ORCA input format:
```
! wB97M-V def2-TZVPD RIJCOSX def2/J DEFGRID3
* xyz 0 3
Pd -0.30809 -2.11712 0.15912
C -2.26321 0.45942 0.96050
Se -0.32876 0.31822 1.03244
C -0.09094 -0.07533 2.93769
C 0.98015 -1.74503 4.53517
Se 0.83123 -3.92820 1.58812
C -0.36118 -5.45313 1.74777
H -2.57825 1.44842 1.28167
H -2.72269 -0.31523 1.56958
H -2.51321 0.29109 -0.08545
H -1.06673 -0.07405 3.42083
H 0.52421 0.69910 3.39120
H 1.66583 -2.59653 4.52719
H 1.54630 -0.90433 4.94329
H -0.87611 -5.39828 2.70416
H 0.28760 -6.32584 1.71965
H -1.06857 -5.47930 0.92748
Cl -2.65555 -3.21367 1.49089
C -1.56642 -2.69714 2.77831
C -0.19623 -2.54090 2.42214
C 0.59792 -1.43375 3.09388
Cl 2.21725 -1.25227 2.25942
C -0.12880 -2.06769 5.48828
Cl 0.51444 -2.18747 7.09597
C -1.43144 -2.30041 5.26818
Cl -2.43605 -2.68508 6.63298
C -2.12812 -2.36342 3.97642
Cl -3.82409 -2.00252 4.02709
C 1.92093 -3.43440 -4.30830
C 1.75380 -3.05410 -2.84126
C 2.64358 -3.92155 -1.96134
C 2.08236 -1.58114 -2.62177
O 0.40340 -3.34770 -2.44903
Si -0.94686 -2.40941 -2.63856
O -0.99141 -1.22214 -1.57672
O -2.20915 -3.41682 -2.35224
C -2.48206 -4.73173 -2.84272
C -1.92098 -4.93625 -4.24646
C -1.86657 -5.73161 -1.86869
C -3.99846 -4.86860 -2.85694
O -0.92428 -1.87146 -4.18867
C -1.67989 -0.78685 -4.74557
C -3.11336 -0.81338 -4.22441
C -1.65808 -0.99611 -6.25285
C -0.99734 0.52451 -4.37175
H 2.94479 -3.24822 -4.63835
H 1.23741 -2.85134 -4.92504
H 1.70224 -4.49494 -4.44632
H 3.69070 -3.82090 -2.25156
H 2.35397 -4.96967 -2.05542
H 2.54327 -3.62120 -0.91671
H 3.12613 -1.39061 -2.87903
H 1.92645 -1.30711 -1.57567
H 1.45146 -0.94185 -3.24027
H -0.83471 -4.83919 -4.24862
H -2.33136 -4.19664 -4.93513
H -2.18078 -5.93240 -4.60911
H -0.79007 -5.56603 -1.80128
H -2.05136 -6.75863 -2.18970
H -2.31369 -5.59469 -0.88125
H -4.43518 -4.14057 -3.54200
H -4.39812 -4.68285 -1.85892
H -4.29496 -5.86994 -3.17427
H -3.58824 -1.76639 -4.46414
H -3.69585 -0.01167 -4.68167
H -3.12801 -0.68091 -3.14084
H -2.12970 -1.94640 -6.50841
H -0.62838 -1.01489 -6.61280
H -2.19196 -0.19234 -6.76260
H -0.96193 0.62302 -3.28612
H -1.53509 1.37646 -4.79223
H 0.02348 0.53658 -4.75893
*
```


ORCA calculation (wB97M-V/def2-TZVPD) on C22H37ClCoN3O5 as an isolated structure in a non-equilibrium geometry.

The value obtained for the HOMO energy (spin up / spin down) is -1.7 / -2.1 eV. The calculation puts the energy at -3243.8189 Eh. As for the LUMO energy (spin up / spin down): 2.56 / 2.55 eV. As for the frontier orbital gap (spin up / spin down): 4.30 / 4.62 eV. Its expectation value of S² is 3.770.

The geometry in ORCA input format:
```
! wB97M-V def2-TZVPD RIJCOSX def2/J DEFGRID3
* xyz -1 4
O 0.46470 0.09850 -1.81390
C -0.34940 0.25700 -2.94060
C -0.09840 1.58150 -3.62320
C 0.56480 2.61350 -2.96810
H 0.93320 2.42960 -1.97000
C 0.76110 3.84060 -3.58510
H 1.26850 4.63720 -3.05410
C 0.30740 4.05090 -4.88040
H 0.45820 5.00740 -5.36480
C -0.33670 3.01990 -5.55270
H -0.68620 3.16980 -6.56630
C -0.53780 1.79870 -4.92570
H -1.04460 0.99800 -5.45050
H -0.13270 -0.52760 -3.67410
C -2.12130 -1.37300 -2.23550
C -1.79250 0.06150 -2.49440
H -3.17670 -1.60390 -2.35360
H -1.80970 -1.65810 -1.23220
H -1.56340 -2.01540 -2.92130
C -2.62430 1.09170 -2.32570
C -4.03810 1.05730 -1.85270
H -2.25590 2.08100 -2.57510
H -4.74480 1.44420 -2.58160
H -4.15710 1.64340 -0.93800
H -4.34450 0.03860 -1.60070
Co 0.00000 0.00000 0.00000
Cl -2.29760 0.19880 -0.22550
C -1.08090 0.23780 2.70800
O -0.21390 -0.36580 2.05530
N -1.23090 0.10720 4.02880
C -0.70090 -1.03780 4.74030
C -1.91660 1.11860 4.80330
H -1.77860 0.92070 2.22600
H -0.13800 -1.64990 4.04620
H -1.51200 -1.62680 5.16940
H -0.04560 -0.70950 5.54710
H -2.11290 1.98660 4.18200
H -1.30780 1.42900 5.65310
H -2.86590 0.73630 5.18000
H 4.81390 1.87890 -2.03940
H 4.69850 2.22000 0.66210
C 3.73990 1.76720 -1.89830
C 3.64500 1.96100 0.55800
N 3.46410 1.13790 -0.62490
H 3.34040 1.16410 -2.70900
C 2.85930 -0.04000 -0.56150
O 2.05960 -0.39780 0.32080
H 3.29480 1.42440 1.43050
H 3.14520 -0.72720 -1.36890
H 3.27370 2.75220 -1.92830
H 3.05520 2.86800 0.45380
H -0.09540 -5.38460 0.54140
H 2.10100 -5.54970 -1.07940
C -0.46330 -4.84890 -0.33430
C 1.58840 -4.83120 -1.71840
N 0.60570 -4.09460 -0.95300
H -1.25860 -4.17620 -0.03170
C 0.62940 -2.76310 -0.88710
O -0.13670 -2.09700 -0.17020
H 2.30890 -4.13410 -2.12870
H 1.36240 -2.27740 -1.52920
H -0.87860 -5.56600 -1.04080
H 1.10460 -5.37360 -2.53210
C 0.61030 2.56900 1.59190
C 0.03420 1.98650 0.33650
O -0.65020 2.72050 -0.35820
H 1.17030 1.80420 2.16280
H 1.24950 3.44200 1.36840
H -0.21640 2.94600 2.22960
*
```


ORCA calculation (wB97M-V/def2-TZVPD) on C22H37ClHfO4Si as an isolated structure in a non-equilibrium geometry.

The value obtained for the HOMO energy is -4.7 eV. The calculation puts the energy at -1959.2883 Eh. As for the LUMO energy: -0.77 eV. As for the frontier orbital gap: 3.89 eV.

The geometry in ORCA input format:
```
! wB97M-V def2-TZVPD RIJCOSX def2/J DEFGRID3
* xyz 0 1
C -2.85355 -1.61658 -2.83073
C -1.92239 -1.78636 -3.93425
C -1.47872 -0.51488 -4.36407
H -1.76804 -2.73362 -4.48221
C -1.96148 0.45911 -3.46769
C -2.84177 -0.18091 -2.50046
H -3.62255 0.34475 -1.93558
H -3.59936 -2.33987 -2.50411
H -0.90362 -0.31182 -5.28384
H -1.85506 1.55893 -3.58027
Hf -1.27640 -1.28120 -1.22649
Cl 0.00268 -3.16762 -1.64581
C 3.02277 -0.36737 -2.82756
C 2.47743 0.85540 -3.33150
C 1.90906 0.57903 -4.60275
H 2.45273 1.80567 -2.80682
C 2.10008 -0.81178 -4.89111
C 2.83570 -1.38066 -3.80747
H 3.14112 -2.41719 -3.72150
H 3.41030 -0.51951 -1.81838
H 1.49997 1.31362 -5.28606
H 1.88701 -1.29372 -5.82569
C -1.57860 -3.41016 1.74374
C -1.92131 -1.93815 1.86991
C -3.25018 -1.55217 1.23556
C -1.63306 -1.35373 3.23469
O -0.80012 -1.18031 0.85294
Si 0.22800 0.11701 0.67197
O -0.17746 0.29256 -0.93343
O -0.16503 1.25966 1.71141
C -0.91805 2.56004 1.70241
C -1.25666 2.93225 0.26583
C -2.18428 2.36191 2.52923
C 0.00193 3.59973 2.33542
O 1.70083 -0.54236 0.82619
C 2.82674 0.00988 1.57843
C 3.29066 1.30943 0.91828
C 2.41583 0.24394 3.03401
C 3.91736 -1.05768 1.49748
H -2.29019 -3.98970 2.34932
H -0.56871 -3.60389 2.11830
H -1.63159 -3.78609 0.71518
H -4.05376 -2.03805 1.80973
H -3.40787 -0.47030 1.30916
H -3.35758 -1.89185 0.18426
H -0.61402 -1.58664 3.56070
H -1.77877 -0.27049 3.26247
H -2.32760 -1.81217 3.94824
H -1.94170 2.20954 -0.19046
H -1.76787 3.90637 0.26921
H -0.35535 3.03301 -0.34692
H -1.94582 2.03934 3.55009
H -2.72893 3.31546 2.59727
H -2.85257 1.63109 2.05618
H 0.28870 3.31220 3.35435
H 0.90398 3.74712 1.72813
H -0.51755 4.56674 2.39391
H 2.51957 2.08987 0.99271
H 4.19280 1.67472 1.43104
H 3.53811 1.13673 -0.13714
H 2.01667 -0.68179 3.47127
H 3.29765 0.55423 3.61314
H 1.65589 1.03221 3.11795
H 3.56746 -1.99742 1.94457
H 4.19989 -1.24860 0.45436
H 4.80665 -0.71694 2.04325
*
```